Below is a molecular structure, C2H3NO2S at a distorted geometry, with properties calculated with ωB97M-V/def2-TZVPD.

For the energy above the lowest of the compared OMol25 structures with the same formula, charge and spin, the calculation gives 86.2 kcal per mole. The value obtained for the LUMO energy is -0.3300 eV. For the frontier orbital gap, the calculation gives 0.3373 Eh. The electronic energy is -681.3219 Eh.

Geometry (Å):
C1 0.0094 0.9492 -0.2614
C2 0.9076 -0.2512 -0.2694
H1 -3.4495 -0.1272 0.4304
H2 0.4624 1.9376 -0.5150
H3 2.8310 -1.1425 0.8725
N1 -1.2434 0.8870 -0.0744
O1 2.2663 -0.2286 0.2723
O2 0.3490 -1.3608 -0.5198
S1 -2.1328 -0.6634 0.0649